C29H28CrFIN4O12P2 | wB97M-V/def2-TZVPD

## Properties
Expectation value of S²: 3.791
HOMO level (alpha / beta): -5.507 / -5.566 eV
Charge: -1
Gap between HOMO and LUMO (alpha / beta): 7.434 / 7.493 eV
ΔE to the lowest compared entry with this formula, charge and spin: 0.0 kcal/mol
2S+1: 4
LUMO (alpha / beta): 1.93 / 1.93 eV
DFT total energy: -4368.8792 hartree

Each line ends with the Löwdin charge.
Cartesian coordinates (Å):
Cr1 -0.238 0.298 -0.380  0.812
C1 -4.668 -1.429 -1.147  -0.015
C2 -3.837 -2.085 -0.085  -0.231
N1 -4.418 -2.985 0.665  0.113
C3 -3.716 -3.595 1.645  -0.118
C4 -2.418 -3.300 1.936  -0.168
C5 -1.747 -4.054 3.049  -0.214
O1 -0.658 -4.874 2.607  -0.067
C6 -1.749 -2.304 1.162  -0.047
C7 -0.401 -2.003 1.528  -0.040
N2 0.344 -1.007 1.183  0.025
C8 1.594 -0.968 1.868  -0.282
C9 1.533 -1.127 3.263  -0.037
C10 2.652 -1.158 4.070  -0.076
C11 3.903 -1.017 3.492  -0.093
C12 3.990 -0.813 2.129  -0.186
C13 2.867 -0.766 1.302  -0.543
I1 3.394 -0.273 -0.674  1.150
C14 -2.445 -1.704 0.083  -0.256
O2 -1.910 -0.894 -0.747  -0.129
H1 -5.709 -1.697 -0.986  0.078
H2 -4.380 -1.762 -2.145  0.064
H3 -4.552 -0.347 -1.094  0.067
H4 -4.254 -4.342 2.223  0.103
H5 -2.500 -4.666 3.549  0.109
H6 -1.326 -3.385 3.802  0.118
H7 -0.912 -5.273 1.767  0.096
H8 0.040 -2.733 2.197  0.118
H9 0.552 -1.187 3.722  0.119
H10 2.542 -1.277 5.142  0.104
H11 4.807 -1.035 4.092  0.102
H12 4.965 -0.672 1.681  0.068
N3 -0.165 -0.857 -5.125  0.143
C15 -0.847 -0.939 -3.760  -0.432
C16 -2.208 -1.590 -3.974  -0.092
P1 0.229 -1.992 -2.648  0.366
O3 1.623 -1.994 -3.536  -0.193
O4 -0.332 -3.349 -2.588  -0.271
O5 0.604 -1.200 -1.430  -0.476
P2 -1.029 0.894 -3.313  0.386
O6 -2.541 1.079 -2.857  -0.109
O7 -0.780 1.533 -4.632  -0.290
O8 -0.111 1.199 -2.151  -0.338
H13 0.823 -1.098 -5.012  0.119
H14 -0.289 0.151 -5.414  0.102
H15 -0.599 -1.496 -5.782  0.149
H16 -2.093 -2.601 -4.376  0.086
H17 -2.836 -0.979 -4.627  0.093
H18 -2.697 -1.677 -3.013  0.043
H19 2.329 -1.624 -2.981  -0.003
H20 -2.648 0.862 -1.905  0.058
O9 -3.762 1.269 0.659  0.066
C17 -2.747 1.956 0.573  -0.552
O10 -1.617 1.642 0.066  -0.143
C18 -2.743 3.364 1.119  -0.092
C19 -1.683 4.218 0.843  0.010
C20 -1.663 5.507 1.360  -0.047
C21 -2.697 5.949 2.167  -0.007
C22 -3.740 5.073 2.438  -0.143
C23 -3.788 3.787 1.927  0.070
N4 -4.830 5.533 3.303  -0.363
O11 -5.689 4.738 3.618  0.072
O12 -4.843 6.703 3.636  0.054
H21 -0.863 3.848 0.231  0.120
H22 -0.829 6.163 1.141  0.109
H23 -2.711 6.943 2.591  0.113
H24 -4.610 3.119 2.139  0.128
F1 2.529 5.024 2.587  0.020
C24 2.002 3.955 1.925  -0.299
C25 2.279 3.794 0.583  -0.027
C26 1.734 2.694 -0.077  -0.172
C27 0.930 1.757 0.570  -0.262
C28 0.667 1.989 1.922  -0.124
C29 1.197 3.073 2.615  -0.020
H25 2.902 4.517 0.069  0.110
H26 1.927 2.586 -1.138  0.078
H27 0.008 1.316 2.468  0.105
H28 0.985 3.246 3.665  0.114

=====

C4H12NO2 | wB97M-V/def2-TZVPD

## Properties
HOMO level: -14.271 eV
Charge: +1
Gap between HOMO and LUMO: 9.149 eV
ΔE to the lowest compared entry with this formula, charge and spin: 53.8 kcal/mol
2S+1: 1
LUMO: -5.12 eV
DFT total energy: -364.5495 hartree

Each line ends with the Löwdin charge.
Cartesian coordinates (Å):
C1 1.957 1.389 -1.350  -0.018
C2 0.941 1.050 -0.306  -0.335
C3 0.206 1.917 0.370  0.151
C4 1.614 -1.281 -0.118  0.196
N1 0.813 -0.303 0.102  0.077
H1 2.937 1.427 -0.865  0.106
H2 1.698 2.347 -1.790  0.099
H3 2.062 0.630 -2.116  0.082
H4 -0.608 1.685 1.039  0.086
H5 0.410 2.973 0.216  0.099
H6 1.673 -2.086 0.605  0.129
H7 2.290 -1.196 -0.954  0.110
H8 -0.019 -0.589 0.636  0.130
H9 -3.365 -1.139 -1.418  0.028
H10 -4.588 -1.815 -0.830  0.044
O1 -3.720 -1.466 -0.586  -0.068
H11 -2.077 -0.739 2.546  0.068
H12 -1.044 -1.857 2.561  0.063
O2 -1.180 -0.949 2.257  -0.050

=====

C7H10N2S | wB97M-V/def2-TZVPD

## Properties
HOMO level: -8.977 eV
Gap between HOMO and LUMO: 8.439 eV
ΔE to the lowest compared entry with this formula, charge and spin: 22.1 kcal/mol
2S+1: 1
LUMO: -0.54 eV
DFT total energy: -780.3702 hartree
SMILES: CC(C)C(=S)n1ccnc1

Each line ends with the Löwdin charge.
Cartesian coordinates (Å):
C1 -3.036 1.395 -0.113  -0.095
C2 -1.689 1.295 0.031  -0.038
C3 -2.570 -0.670 0.195  -0.209
C4 -0.185 -0.730 0.069  -0.608
C5 2.206 -0.710 1.147  -0.108
C6 1.858 0.132 -1.245  -0.093
C7 1.267 -0.014 0.143  -0.433
N1 -3.603 0.119 0.056  0.093
N2 -1.369 -0.063 0.204  -0.077
S1 -0.160 -2.334 -0.331  0.767
H1 -3.562 2.240 -0.363  0.075
H2 -1.023 2.037 0.154  0.076
H3 -2.656 -1.699 0.191  0.070
H4 2.203 -1.722 0.916  0.004
H5 3.256 -0.355 0.894  0.095
H6 2.104 -0.567 2.315  0.122
H7 1.943 -0.840 -1.801  0.092
H8 2.688 0.880 -1.258  0.098
H9 1.128 0.671 -1.834  0.064
H10 1.199 0.936 0.630  0.104

=====

C19H42NO2P3PbSe | wB97M-V/def2-TZVPD

## Properties
HOMO level (alpha / beta): -19.188 / -19.189 eV
Charge: +4
Gap between HOMO and LUMO (alpha / beta): 4.617 / 4.172 eV
ΔE to the lowest compared entry with this formula, charge and spin: 135.6 kcal/mol
2S+1: 1
LUMO (alpha / beta): -14.57 / -15.02 eV
DFT total energy: -4571.0218 hartree

Each line ends with the Löwdin charge.
Cartesian coordinates (Å):
Pb1 -0.445 -0.272 0.564  0.996
P1 2.472 0.221 -1.076  0.857
P2 1.182 1.577 2.420  0.784
P3 0.012 2.199 -1.084  0.729
H1 -2.554 -2.731 -3.094  0.033
C1 -2.423 -1.889 -3.746  -0.061
C2 -1.170 -1.590 -4.280  -0.065
H2 -0.290 -2.226 -4.019  0.053
C3 3.436 -1.322 -0.917  -0.232
C4 3.808 1.372 -0.511  -0.202
C5 2.659 0.437 -2.877  -0.237
C6 -0.079 2.030 3.853  -0.187
C7 2.429 0.756 3.445  -0.253
C8 1.906 3.240 2.185  -0.241
C9 -0.665 1.801 -2.741  -0.237
C10 1.116 3.640 -1.507  -0.188
C11 -1.388 3.149 -0.402  -0.307
H3 -3.280 -1.265 -4.014  0.058
H4 -1.021 -0.768 -4.988  0.055
H5 2.925 -2.138 -1.460  0.073
H6 3.527 -1.601 0.147  0.048
H7 4.441 -1.159 -1.360  0.091
H8 3.908 1.307 0.581  0.041
H9 3.575 2.404 -0.804  0.047
H10 4.739 1.045 -0.990  0.087
H11 1.897 -0.187 -3.405  0.065
H12 3.678 0.089 -3.172  0.097
H13 2.533 1.499 -3.193  0.056
H14 0.554 2.356 4.667  0.059
H15 -0.613 1.120 4.044  0.024
H16 -0.710 2.797 3.446  0.029
H17 2.391 1.127 4.476  0.074
H18 3.446 0.965 3.019  0.072
H19 2.263 -0.331 3.413  0.032
H20 2.197 3.651 3.163  0.093
H21 1.177 3.913 1.718  0.043
H22 2.790 3.163 1.545  0.033
H23 -1.344 2.618 -3.037  0.083
H24 -1.224 0.850 -2.724  0.029
H25 0.146 1.712 -3.483  0.055
H26 0.467 4.459 -1.840  0.089
H27 1.819 3.386 -2.308  0.052
H28 1.673 3.962 -0.619  0.040
H29 -1.749 3.880 -1.154  0.092
H30 -1.097 3.661 0.533  0.061
H31 -2.242 2.448 -0.131  -0.057
C12 -4.076 -0.237 0.860  -0.563
C13 -4.023 -1.090 -0.193  -0.107
C14 -5.224 -1.593 -0.706  0.025
C15 -6.450 -1.295 -0.031  0.087
C16 -6.408 -0.524 1.178  0.031
C17 -5.189 -0.056 1.648  -0.120
Se1 -2.731 0.974 1.536  0.858
H32 -0.678 -2.141 0.894  0.110
H33 -3.075 -1.416 -0.666  0.087
H34 -5.252 -2.201 -1.608  0.134
H35 -7.410 -1.657 -0.424  0.151
H36 -7.338 -0.302 1.724  0.150
H37 -5.181 0.471 2.592  0.118
N1 1.414 -5.502 1.354  0.200
C18 2.170 -4.307 1.842  -0.026
C19 1.368 -3.156 1.382  -0.643
O1 1.644 -1.982 1.736  -0.110
O2 0.428 -3.519 0.591  -0.074
H38 0.609 -5.016 0.838  0.129
H39 1.082 -6.087 2.110  0.179
H40 1.953 -6.064 0.713  0.174
H41 2.303 -4.353 2.950  0.176
H42 3.191 -4.304 1.398  0.168

=====

C25H60GeN2O6Si4W | wB97M-V/def2-TZVPD

## Properties
Expectation value of S²: 0.758
HOMO level (alpha / beta): -11.043 / -11.232 eV
Charge: +1
Gap between HOMO and LUMO (alpha / beta): 6.690 / 7.291 eV
ΔE to the lowest compared entry with this formula, charge and spin: 5.4 kcal/mol
2S+1: 2
LUMO (alpha / beta): -4.35 / -3.94 eV
DFT total energy: -4851.5327 hartree

Each line ends with the Löwdin charge.
Cartesian coordinates (Å):
W1 0.255 0.066 0.704  1.655
N1 -1.855 0.149 1.331  -0.058
C1 -2.443 -1.145 1.707  -0.110
C2 -1.324 -1.997 2.255  -0.516
O1 -1.485 -2.929 3.004  0.118
N2 -0.105 -1.604 1.738  -0.121
C3 1.065 -2.409 2.056  -0.087
C4 2.033 -2.227 0.907  -0.609
O2 3.031 -2.859 0.717  0.131
O3 1.650 -1.219 0.121  -0.310
H1 -1.766 0.738 2.162  0.079
H2 -2.439 0.652 0.669  0.043
H3 -2.811 -1.630 0.805  0.087
H4 -3.258 -1.042 2.421  0.145
H5 0.819 -3.455 2.226  0.136
H6 1.558 -2.033 2.956  0.117
C5 4.126 2.436 1.079  -0.067
C6 3.537 1.030 0.977  -0.602
C7 4.079 0.395 -0.292  -0.013
C8 3.880 0.226 2.219  -0.005
O4 2.049 1.208 0.901  -0.460
Ge1 1.300 2.429 2.244  1.117
O5 0.515 0.904 3.023  -0.421
C9 0.218 0.794 4.447  -0.655
C10 0.785 1.987 5.206  -0.074
C11 0.832 -0.494 4.973  -0.016
C12 -1.296 0.758 4.613  -0.016
O6 -0.137 2.115 0.893  -0.496
C13 -0.648 3.238 0.077  -0.625
C14 0.024 3.180 -1.278  -0.031
C15 -2.150 3.065 -0.028  -0.037
C16 -0.341 4.554 0.776  -0.066
H7 5.205 2.366 0.935  0.104
H8 3.727 3.078 0.292  0.093
H9 3.964 2.909 2.049  0.056
H10 5.140 0.198 -0.132  0.108
H11 3.601 -0.542 -0.540  0.061
H12 3.997 1.086 -1.131  0.079
H13 4.961 0.238 2.364  0.109
H14 3.427 0.664 3.112  0.073
H15 3.578 -0.815 2.137  0.075
H16 1.874 2.034 5.128  0.085
H17 0.365 2.932 4.857  0.071
H18 0.537 1.889 6.263  0.101
H19 1.895 -0.541 4.734  0.087
H20 0.728 -0.540 6.058  0.102
H21 0.327 -1.368 4.562  0.074
H22 -1.755 1.665 4.208  0.096
H23 -1.726 -0.126 4.138  0.071
H24 -1.561 0.704 5.669  0.105
H25 -0.188 2.229 -1.771  0.038
H26 -0.343 3.981 -1.920  0.111
H27 1.104 3.288 -1.175  0.090
H28 -2.387 2.148 -0.564  0.014
H29 -2.613 3.061 0.960  0.104
H30 -2.586 3.885 -0.600  0.110
H31 0.727 4.769 0.807  0.071
H32 -0.816 5.363 0.218  0.105
H33 -0.742 4.573 1.791  0.089
C17 -2.766 -3.612 -0.896  -0.202
Si1 -1.068 -3.145 -1.581  0.392
C18 -1.001 -3.754 -3.361  -0.200
C19 0.174 -4.211 -0.665  -0.175
Si2 -0.669 -0.772 -1.518  0.427
Si3 1.054 -0.564 -3.174  0.384
C20 0.239 -0.632 -4.867  -0.201
C21 2.277 -1.980 -3.034  -0.188
C22 1.975 1.072 -3.112  -0.210
Si4 -2.681 0.123 -2.476  0.369
C23 -3.319 -1.059 -3.789  -0.207
C24 -2.470 1.776 -3.355  -0.200
C25 -4.123 0.255 -1.248  -0.209
H34 -3.016 -4.609 -1.269  0.046
H35 -3.574 -2.944 -1.198  0.012
H36 -2.753 -3.688 0.194  0.024
H37 -1.281 -4.811 -3.318  0.045
H38 0.007 -3.708 -3.773  0.015
H39 -1.681 -3.262 -4.050  0.011
H40 0.040 -5.232 -1.032  0.052
H41 -0.019 -4.237 0.407  0.024
H42 1.213 -3.941 -0.844  0.027
H43 -0.262 -1.572 -5.081  0.016
H44 1.027 -0.500 -5.614  0.046
H45 -0.473 0.183 -5.005  0.014
H46 1.867 -2.928 -3.382  0.019
H47 2.656 -2.123 -2.024  0.010
H48 3.128 -1.740 -3.680  0.045
H49 1.379 1.863 -3.574  0.032
H50 2.905 0.987 -3.678  0.047
H51 2.228 1.385 -2.099  -0.012
H52 -2.619 -1.186 -4.614  0.021
H53 -4.225 -0.599 -4.194  0.044
H54 -3.594 -2.040 -3.405  0.022
H55 -1.559 1.801 -3.955  0.020
H56 -2.450 2.638 -2.690  0.005
H57 -3.314 1.910 -4.037  0.045
H58 -4.301 -0.674 -0.705  0.019
H59 -5.025 0.446 -1.836  0.047
H60 -4.062 1.074 -0.528  0.011